{
  "formula": "C42H55N11O2PSSc",
  "method": "the ωB97M-V functional and the def2-TZVPD basis",
  "species": ["Sc", "S", "P", "O", "O", "N", "N", "N", "N", "N", "N", "N", "N", "N", "N", "N", "C", "C", "C", "C", "C", "C", "C", "C", "C", "C", "C", "C", "C", "C", "C", "C", "C", "C", "C", "C", "C", "C", "C", "C", "C", "C", "C", "C", "C", "C", "C", "C", "C", "C", "C", "C", "C", "C", "C", "C", "C", "C", "H", "H", "H", "H", "H", "H", "H", "H", "H", "H", "H", "H", "H", "H", "H", "H", "H", "H", "H", "H", "H", "H", "H", "H", "H", "H", "H", "H", "H", "H", "H", "H", "H", "H", "H", "H", "H", "H", "H", "H", "H", "H", "H", "H", "H", "H", "H", "H", "H", "H", "H", "H", "H", "H", "H"],
  "coordinates": [[-0.2292, 0.4376, 0.1567], [0.0009, -3.8841, -1.1864], [2.0503, -0.4421, 3.3489], [0.8442, -1.1801, -0.2242], [1.2133, 0.0138, 2.1602], [-1.8784, -0.8222, 1.0773], [-0.6790, 0.1781, -2.1824], [1.3778, 1.7657, -0.9881], [-2.4421, 1.5903, -0.7288], [-3.6675, -2.0185, 1.4420], [-3.1533, 3.7186, -0.9997], [1.7567, -1.8486, -0.9402], [-3.7595, 2.8726, -1.8652], [0.3384, 2.0987, -3.0779], [-1.0119, 4.8820, 2.4881], [-0.7232, 2.2661, 1.3287], [-0.2978, 3.8660, 3.0776], [3.6231, 2.5383, -0.6262], [4.4731, 0.4704, 4.6668], [2.4696, 1.9312, -0.2097], [2.9131, -5.0298, 3.4902], [1.6045, -0.5824, 6.2252], [3.6677, 3.0368, -1.9259], [-2.3623, 2.9055, -0.3172], [-3.1951, -0.8321, 1.0336], [2.5600, 2.8954, -2.7265], [-1.9642, -0.2855, -4.5996], [-0.5109, 1.0014, -3.2093], [5.4188, 1.6740, 4.8580], [2.9969, -3.9909, 4.6197], [2.8747, -2.0294, 2.9594], [-0.4595, -0.4414, 4.7320], [2.9886, -1.2814, -1.0365], [-0.1698, 1.0699, 6.7790], [-2.5968, -2.8318, 1.7614], [1.8837, -3.0246, 2.3333], [1.3369, 0.8431, 6.6901], [4.3555, 3.0269, 3.0405], [-0.8160, 0.8897, 5.4063], [-2.1173, -1.1744, -3.5429], [-3.3339, 1.6279, -1.7027], [-1.5370, 3.2716, 0.7941], [-1.4802, -0.8881, -2.3591], [1.4646, -3.1019, -1.4546], [-1.1634, 0.8238, -4.4299], [3.1165, 2.1989, 3.4402], [1.0213, -0.8680, 4.8316], [-0.1593, 2.6350, 2.5271], [-1.4947, -2.0834, 1.5268], [3.7609, -3.1245, -2.3093], [3.4764, 0.7124, 3.5103], [1.4313, 2.2370, -2.2287], [2.5712, -4.3737, 2.1340], [5.6645, 2.3887, 3.5332], [3.6500, -2.6929, 4.1390], [4.0026, -1.8720, -1.7145], [-1.6246, 4.5355, 1.3688], [2.5366, -3.7105, -2.1708], [-3.6814, 0.7898, -2.2931], [-2.7143, -3.8493, 2.1011], [-0.3825, 2.0741, 7.1513], [3.7533, -2.0094, 4.9832], [-2.4649, -0.4561, -5.5445], [1.9975, -3.7877, 5.0142], [-0.4594, -2.3472, 1.6346], [0.4123, 1.8751, 3.0225], [-3.8204, -0.0058, 0.7379], [2.5580, 3.2619, -3.7449], [3.5919, -1.7494, 2.1805], [1.8049, 1.0104, 7.6617], [3.8643, -5.5613, 3.4138], [4.2497, 4.0282, 3.4617], [4.3866, 3.1494, 1.9550], [-1.5948, -1.5377, -1.5052], [1.0076, -3.1593, 2.9791], [2.6679, -0.8136, 6.2562], [-0.5940, 0.3556, 7.4941], [5.0650, -0.4230, 4.4627], [1.9311, -5.0312, 1.5437], [0.1627, 4.0915, 4.0357], [3.0933, -0.3371, -0.5335], [6.3587, 1.3266, 5.2879], [-0.7599, -0.4022, 3.6864], [-1.0474, -1.2377, 5.2003], [-2.2462, 5.2826, 0.8825], [-0.5183, 1.7248, 4.7743], [3.9779, 0.4582, 2.5646], [3.5781, -4.3910, 5.4518], [4.5608, 3.5159, -2.3072], [6.0388, 1.6639, 2.8021], [2.7520, 2.5298, 4.4171], [1.7777, 1.5549, 5.9797], [-4.6371, -2.2714, 1.5135], [-2.7034, -2.0795, -3.6364], [2.3786, 1.5426, 0.8015], [2.3327, -4.6859, -2.5833], [-1.9022, 0.9441, 5.5000], [-4.4384, 3.2295, -2.5126], [2.3242, 2.3846, 2.7232], [4.9648, -1.3825, -1.7752], [-1.0146, 1.5368, -5.2333], [1.1268, -1.2724, 6.9281], [4.4733, 2.6229, 0.0379], [1.5284, -2.6361, 1.3877], [3.4836, -4.2119, 1.5492], [4.6619, -2.9310, 3.8020], [4.5510, -3.6301, -2.8530], [4.9862, 2.3826, 5.5695], [0.4150, 2.6420, -3.9162], [6.4350, 3.1508, 3.6470], [1.0322, -1.9534, 4.7093], [2.1551, -5.7728, 3.7461], [3.9401, 0.3080, 5.6022]],
  "atomic_forces_ev_per_a": [[-0.339, 0.629, 0.317], [0.001, 0.246, 0.011], [0.122, -0.227, -0.302], [0.052, -0.321, -0.304], [-0.236, 0.149, 0.028], [0.440, -0.585, -0.156], [-0.017, -0.228, 0.046], [0.034, -0.126, 0.295], [0.387, 0.258, 0.292], [0.058, -0.189, 0.084], [-0.045, -0.087, -0.119], [0.114, -0.246, -0.192], [0.003, 0.225, 0.039], [-0.117, -0.165, 0.237], [0.055, -0.022, 0.052], [0.064, -0.102, -0.269], [-0.153, 0.291, -0.158], [0.237, 0.065, -0.069], [0.102, 0.160, -0.042], [-0.242, 0.019, 0.242], [-0.017, 0.146, -0.019], [0.088, 0.023, -0.082], [-0.083, 0.021, -0.083], [-0.160, -0.136, -0.022], [0.003, 0.117, 0.115], [0.146, 0.105, -0.080], [0.024, 0.160, -0.047], [0.237, 0.172, 0.194], [0.008, -0.049, -0.153], [0.067, -0.041, -0.168], [-0.117, -0.027, 0.103], [0.032, 0.145, 0.132], [-0.148, 0.036, 0.003], [0.030, 0.031, -0.133], [-0.145, 0.027, 0.036], [0.222, -0.106, 0.049], [-0.114, -0.110, 0.012], [0.034, -0.076, 0.098], [0.123, -0.126, 0.148], [-0.090, -0.150, -0.001], [0.024, -0.268, -0.038], [0.207, -0.076, 0.177], [0.190, -0.044, -0.052], [-0.137, 0.147, 0.358], [-0.106, -0.056, -0.218], [0.207, 0.038, -0.019], [-0.021, 0.120, -0.052], [-0.097, 0.043, -0.229], [-0.150, 0.258, 0.056], [-0.060, -0.128, -0.018], [-0.197, 0.030, 0.195], [-0.174, -0.072, -0.050], [-0.035, -0.044, 0.145], [-0.130, 0.016, 0.096], [-0.173, 0.017, 0.043], [0.162, -0.058, -0.081], [0.143, -0.079, 0.163], [0.209, 0.177, -0.028], [0.068, 0.112, 0.057], [-0.023, 0.161, -0.064], [-0.035, -0.048, 0.040], [0.057, -0.110, -0.085], [0.047, 0.001, 0.011], [0.022, 0.011, 0.011], [-0.075, 0.012, -0.106], [0.018, -0.072, -0.036], [0.061, -0.042, -0.005], [0.012, -0.019, 0.010], [0.023, -0.055, -0.077], [0.052, 0.027, -0.027], [-0.038, -0.013, 0.003], [0.028, 0.016, -0.031], [-0.031, 0.033, 0.127], [0.103, -0.184, 0.082], [0.026, 0.002, -0.014], [-0.119, -0.090, 0.078], [0.019, 0.057, 0.004], [-0.028, 0.039, 0.007], [0.040, 0.031, -0.042], [-0.025, -0.035, -0.102], [-0.069, 0.034, 0.057], [-0.023, 0.017, 0.052], [-0.079, -0.060, -0.090], [0.032, 0.006, 0.012], [0.029, -0.049, 0.041], [-0.017, -0.006, 0.044], [0.048, 0.040, -0.003], [-0.045, -0.006, 0.030], [-0.054, 0.011, 0.015], [0.019, 0.032, -0.002], [-0.028, -0.011, -0.078], [-0.040, -0.013, 0.107], [-0.065, 0.032, -0.004], [0.005, 0.086, 0.031], [-0.019, -0.019, -0.095], [-0.041, -0.025, -0.030], [-0.015, 0.057, -0.070], [-0.086, -0.004, -0.071], [-0.079, 0.036, 0.056], [-0.053, -0.019, 0.016], [0.009, -0.069, 0.052], [-0.034, 0.001, -0.009], [-0.101, -0.019, -0.085], [-0.083, 0.058, -0.104], [-0.046, -0.009, -0.001], [0.024, 0.075, 0.025], [-0.082, 0.022, 0.029], [0.007, -0.008, 0.000], [0.049, 0.109, -0.201], [0.032, -0.006, -0.051], [-0.054, -0.040, -0.003], [0.042, -0.016, -0.010], [0.096, 0.006, -0.085]],
  "mulliken_spin": [0.02, 0.00, 0.01, 0.00, -0.04, -0.03, 0.00, 0.03, 0.03, 0.00, 0.09, 0.00, 0.01, 0.00, 0.25, 0.26, 0.09, 0.00, 0.00, 0.02, 0.00, 0.00, 0.00, -0.02, 0.00, 0.00, 0.00, 0.00, 0.00, 0.00, 0.00, 0.00, 0.00, 0.00, 0.00, 0.00, 0.00, 0.00, -0.02, 0.00, -0.01, 0.26, 0.01, 0.00, 0.00, -0.01, 0.00, 0.08, 0.01, 0.00, 0.00, 0.01, 0.00, 0.00, 0.00, 0.00, -0.05, 0.00, 0.00, 0.00, 0.00, 0.00, 0.00, 0.00, 0.00, -0.02, 0.00, 0.00, 0.00, 0.00, 0.00, 0.00, 0.00, 0.00, 0.00, 0.00, 0.00, 0.00, 0.00, 0.00, 0.00, 0.00, 0.00, 0.00, -0.01, 0.02, 0.00, 0.00, 0.00, 0.00, 0.00, 0.00, 0.00, 0.00, -0.01, 0.00, 0.00, 0.00, 0.02, 0.00, 0.00, 0.00, 0.00, 0.00, 0.00, 0.00, 0.00, 0.00, 0.00, 0.00, 0.00, 0.00, 0.00],
  "relative_energy_kj_mol": 130.25,
  "orbital_gap_ev": [5.196, 7.226],
  "charge": 1,
  "lumo_ha": [-0.08134, -0.08215],
  "s2": 0.7692,
  "spin_multiplicity": 2,
  "homo_ev": [-7.409, -9.461]
}